{"formula": "C16H20BrN3O2STeTl", "method": "ωB97M-V with the def2-TZVPD basis set", "symbols": ["Tl", "N", "H", "H", "H", "Br", "C", "C", "C", "C", "C", "C", "C", "O", "O", "H", "H", "H", "H", "Te", "C", "C", "C", "C", "C", "C", "H", "H", "H", "H", "H", "C", "N", "C", "S", "N", "C", "H", "H", "H", "H", "H", "H", "H", "H"], "positions_angstrom": [[0.60934, -0.49536, 0.85271], [2.91415, -0.27586, -1.08118], [2.98217, -1.21990, -1.44563], [3.77349, -0.06278, -0.59010], [2.84340, 0.34450, -1.87850], [0.90843, 1.08506, -4.84155], [0.11457, -0.61440, -4.50802], [-0.08396, -1.47019, -5.57786], [-0.70056, -2.68990, -5.33515], [-1.10730, -3.03296, -4.05350], [-0.87123, -2.17876, -2.98198], [-0.25390, -0.95025, -3.21476], [-1.33365, -2.58713, -1.57646], [-2.30494, -3.35378, -1.53434], [-0.69019, -2.11200, -0.58537], [0.22429, -1.18122, -6.57383], [-0.87311, -3.36886, -6.16216], [-1.62215, -3.96511, -3.85387], [-0.11154, -0.26160, -2.39470], [0.22064, 2.20965, 3.39252], [-0.07009, 1.11964, 5.17631], [-1.33217, 0.67602, 5.57628], [-1.50147, -0.04545, 6.75180], [-0.41270, -0.33489, 7.56244], [0.84839, 0.10108, 7.17746], [1.01968, 0.81439, 5.99705], [-2.19316, 0.88944, 4.96188], [-2.49353, -0.38319, 7.03083], [-0.54459, -0.89709, 8.47866], [1.71054, -0.12378, 7.79479], [2.01546, 1.13127, 5.70922], [-3.66615, 1.50674, 2.31616], [-2.36136, 1.67643, 1.72208], [-2.20960, 1.45589, 0.44388], [-0.67755, 1.76303, -0.34003], [-3.27118, 1.02557, -0.30281], [-3.18890, 0.56537, -1.68574], [-3.65659, 1.88731, 3.33470], [-3.97725, 0.45528, 2.37400], [-4.44158, 2.05778, 1.77110], [-1.34935, 1.70741, 2.50456], [-4.00112, 0.58931, 0.23530], [-2.44613, 1.14754, -2.21966], [-4.16223, 0.71816, -2.15463], [-2.92471, -0.49067, -1.74463]], "forces_ev_per_a": [[0.01, -0.18, 0.10], [-0.08, -0.06, -0.06], [-0.02, 0.01, 0.05], [0.01, 0.00, -0.01], [-0.04, 0.08, -0.02], [0.05, 0.04, 0.06], [-0.03, -0.05, 0.10], [-0.01, 0.02, 0.04], [-0.03, -0.05, 0.00], [0.01, -0.05, 0.00], [0.11, 0.15, 0.05], [-0.06, -0.15, -0.08], [-0.10, -0.10, 0.45], [0.17, 0.13, -0.06], [-0.13, 0.07, -0.60], [-0.01, -0.02, 0.01], [0.00, 0.00, 0.02], [0.03, 0.05, -0.01], [0.07, 0.07, 0.11], [0.99, 0.17, 0.69], [0.17, 0.00, 0.09], [0.16, -0.09, 0.15], [-0.01, 0.03, -0.06], [0.00, 0.01, -0.01], [0.02, 0.02, -0.06], [-0.11, -0.09, 0.13], [-0.11, 0.05, -0.09], [0.02, 0.00, 0.01], [0.00, 0.00, 0.00], [0.00, 0.00, 0.01], [-0.05, 0.02, -0.02], [-0.11, -0.08, 0.13], [-0.12, -0.41, 0.53], [0.45, -0.11, -0.83], [-0.30, 0.05, 0.14], [0.27, -0.01, 0.12], [-0.08, 0.09, 0.16], [0.15, 0.07, 0.10], [0.00, -0.04, -0.03], [0.09, 0.01, -0.01], [-1.36, 0.31, -1.29], [-0.11, 0.02, -0.03], [0.05, 0.04, 0.02], [0.01, -0.03, 0.01], [0.03, -0.01, 0.01]], "lowdin_charge": [0.64, -0.01, 0.02, 0.02, 0.01, 0.69, -0.68, -0.15, -0.09, -0.03, -0.13, -0.09, -0.67, -0.01, -0.27, 0.09, 0.10, 0.11, 0.06, 0.79, -0.66, -0.16, -0.11, -0.12, -0.12, -0.18, 0.07, 0.09, 0.09, 0.09, 0.08, -0.13, -0.16, -0.84, 0.43, -0.04, -0.09, 0.07, 0.09, 0.08, -0.16, 0.10, 0.04, 0.08, 0.07], "total_charge": -1, "lumo_ev": 2.4, "largest_force_ha_per_bohr": 0.03693}